#P
17
Properties=species:S:1:pos:R:3:nbo_charge:R:1 method="wB97M-V/def2-TZVPD" multiplicity=1 charge=0 e_homo_ev=-8.91 homo_lumo_gap_ev=9.3
C 1.21 1.24 -1.43 -0.240
C -1.61 0.81 -1.22 0.413
O 0.39 0.45 -0.62 -0.831
N -1.86 1.02 -2.34 -0.605
H -1.34 1.09 -3.21 0.440
H -1.05 0.72 -0.24 0.378
H 0.79 1.39 -2.45 0.112
H 2.18 0.75 -1.58 0.173
H 1.40 2.24 -1.01 0.155
C -1.02 -1.05 2.09 0.265
C 1.01 -1.97 1.45 -0.024
N 0.08 -1.90 2.31 -0.450
N -1.01 0.21 1.97 -0.669
H -0.05 0.57 1.97 0.349
H -1.97 -1.58 2.11 0.165
H 1.00 -1.40 0.51 0.201
H 1.86 -2.60 1.67 0.168


#Q
17
Properties=species:S:1:pos:R:3:nbo_charge:R:1 method="wB97M-V/def2-TZVPD" multiplicity=1 charge=0 e_homo_ev=-9.35 homo_lumo_gap_ev=10.3
C 0.55 -0.52 0.69 0.309
C 0.48 1.63 -0.72 -0.687
C 1.26 0.69 0.16 0.291
N -2.52 -1.41 -0.83 -0.809
C -1.57 -1.07 0.05 0.311
O 1.38 -1.39 1.34 -0.696
N -0.32 -1.13 -0.20 -0.542
N 2.48 0.79 0.48 -0.664
H 2.28 -1.02 1.25 0.502
H -0.46 0.04 1.53 0.016
H 2.95 1.63 0.13 0.350
H -3.46 -1.58 -0.51 0.397
H -2.25 -1.86 -1.70 0.405
H -1.59 -0.35 1.14 0.122
H 1.07 2.50 -0.98 0.218
H -0.43 1.95 -0.20 0.234
H 0.17 1.11 -1.63 0.244


#R
17
Properties=species:S:1:pos:R:3:nbo_charge:R:1 method="wB97M-V/def2-TZVPD" multiplicity=1 charge=0 e_homo_ev=-9.29 homo_lumo_gap_ev=9.8
C 1.47 0.74 0.06 -0.094
C 0.27 1.17 1.00 -0.448
C 0.09 0.00 0.19 -0.112
C -2.07 -0.24 -0.01 0.262
H 2.33 -0.82 0.82 0.368
H 3.72 0.36 0.25 0.379
H 1.09 1.15 -0.94 0.204
H -0.49 1.94 0.83 0.228
H 0.54 1.20 2.00 0.223
H -0.01 -0.94 0.86 0.210
H -0.16 -1.16 -2.59 0.491
H -1.80 0.09 1.25 0.170
H -3.13 -1.35 -1.21 0.357
N 2.72 -0.22 0.04 -0.814
N -0.89 0.12 -0.87 -0.178
N -3.11 -0.89 -0.22 -0.629
O -0.58 -1.15 -1.47 -0.618


#S
17
Properties=species:S:1:pos:R:3:nbo_charge:R:1 method="wB97M-V/def2-TZVPD" multiplicity=1 charge=0 e_homo_ev="-6.98 / -7.12" homo_lumo_gap_ev="6.7 / 7.2"
C 0.82 0.44 1.10 0.321
C -1.30 -1.55 0.30 -0.664
C 0.42 0.24 -0.34 0.065
N 1.49 0.66 -1.20 -0.863
C -0.25 -0.95 -0.59 -0.232
O 2.10 0.63 1.34 -0.629
N -0.38 1.74 0.20 -0.228
N -1.59 1.78 0.46 -0.389
H 2.49 0.79 0.44 0.509
H 0.25 0.06 1.93 0.199
H 1.65 0.01 -1.96 0.385
H 1.31 1.59 -1.56 0.393
H -2.15 1.17 -0.18 0.283
H -0.09 -1.44 -1.55 0.193
H -1.74 -0.81 0.97 0.215
H -0.92 -2.36 0.93 0.221
H -2.11 -1.98 -0.30 0.222


Most favorable first, least favorable last: #Q, #P, #S, #R


#P
17
Properties=species:S:1:pos:R:3:nbo_charge:R:1 method="wB97M-V/def2-TZVPD" multiplicity=1 charge=0 e_homo_ev=-8.51 homo_lumo_gap_ev=9.3
C 0.64 0.44 -1.25 0.417
C 0.62 -0.09 0.22 -0.122
C -0.11 -1.46 0.42 -0.395
C -0.48 -0.96 1.76 -0.212
H -0.89 2.07 0.21 0.499
H -0.31 1.82 -2.56 0.376
H 0.68 -0.05 -3.11 0.322
H 1.79 -0.20 0.44 0.213
H -1.16 -1.60 -0.05 0.219
H 0.36 -2.39 0.62 0.220
H 0.04 -1.23 2.61 0.181
H -1.49 -1.33 1.90 0.191
H 0.39 0.82 1.98 0.369
N -0.36 1.46 -1.51 -0.362
N 1.16 -0.38 -2.25 -0.709
N -0.20 0.50 1.22 -0.640
O -0.66 2.56 -0.65 -0.567


#Q
17
Properties=species:S:1:pos:R:3:nbo_charge:R:1 method="wB97M-V/def2-TZVPD" multiplicity=1 charge=0 e_homo_ev=-9.73 smiles="C[C@](N)(O)C#N.C=N" homo_lumo_gap_ev=10.5
C -1.75 -1.61 0.76 0.042
N -0.64 -2.08 1.16 -0.659
O -0.63 0.00 -1.08 -0.765
H -0.13 -0.47 -1.76 0.462
H 0.60 -1.01 0.95 0.423
H -0.48 -3.06 0.96 0.350
H -2.56 -2.21 0.35 0.158
H -2.00 -0.59 1.02 0.183
C 1.23 1.68 -1.06 -0.617
C 0.43 0.73 -0.18 0.295
N 1.22 -0.15 0.58 -0.859
C -0.44 1.50 0.72 0.265
N -1.13 2.11 1.39 -0.310
H 1.97 -0.54 0.03 0.355
H 1.89 2.29 -0.45 0.233
H 0.56 2.31 -1.63 0.234
H 1.85 1.10 -1.75 0.209


Most favorable first, least favorable last: #Q, #P


#P
17
Properties=species:S:1:pos:R:3:nbo_charge:R:1 method="wB97M-V/def2-TZVPD" multiplicity=1 charge=0 e_homo_ev=-8.84 homo_lumo_gap_ev=9.3
C -1.12 -0.41 -0.62 0.364
C 0.05 -1.23 -1.05 -0.207
C 1.29 -1.28 -0.50 -0.196
C 1.76 -0.53 0.71 -0.121
H -1.90 2.42 -0.15 0.345
H -1.96 1.92 1.37 0.356
H 0.07 1.10 0.09 0.396
H -2.96 -0.11 -0.67 0.348
H -0.26 -1.89 -1.88 0.239
H 2.03 -1.93 -0.95 0.209
H 2.71 -0.98 1.07 0.175
H 0.95 -0.57 1.50 0.183
H 2.39 1.23 1.16 0.474
N -1.94 1.56 0.41 -0.665
N -0.87 0.68 0.20 -0.492
N -2.28 -0.77 -1.07 -0.682
O 2.04 0.80 0.38 -0.726


#Q
17
Properties=species:S:1:pos:R:3:nbo_charge:R:1 method="wB97M-V/def2-TZVPD" multiplicity=1 charge=0 e_homo_ev=-8.95 homo_lumo_gap_ev=9.7
C 0.66 -0.89 -0.20 0.384
C -0.76 0.27 1.44 -0.420
N -0.66 -0.39 0.16 -0.461
C -1.63 -0.21 -0.80 0.294
C 2.27 0.88 -0.23 -0.035
O 0.65 -1.83 -1.20 -0.694
N 1.40 0.21 -0.85 -0.450
N -2.69 0.47 -0.77 -0.703
H 0.85 -1.19 -2.00 0.494
H 1.15 -1.28 0.70 0.152
H -2.86 0.96 0.11 0.323
H -1.36 -0.65 -1.76 0.175
H -0.39 1.31 1.40 0.189
H -1.80 0.28 1.76 0.215
H -0.18 -0.28 2.17 0.206
H 2.79 1.67 -0.74 0.182
H 2.55 0.68 0.81 0.150


Most favorable first, least favorable last: #Q, #P